Molecular formula: C66H171N9O30
Method: DFT, ωB97M-V/def2-TZVPD

Each line ends with the Mulliken charge.
Positions of all 276 atoms, in Å:
C -7.885 -1.347 -3.672  -0.527
C -7.137 -0.141 -2.997  0.420
O -7.345 -0.068 -1.577  -0.350
O -7.928 -2.501 -2.756  -0.584
H -7.575 -1.730 -4.644  0.397
H -8.893 -0.941 -3.757  0.357
H -7.426 0.797 -3.472  0.310
H -6.086 -0.223 -3.272  -0.629
H -7.243 -0.958 -1.231  0.259
H -8.455 -3.204 -3.143  0.280
C -0.717 -1.903 8.532  -0.562
C -0.799 -1.769 7.020  -0.290
O 0.377 -1.204 6.455  -0.399
O 0.264 -2.889 8.918  -0.544
H -1.683 -2.068 9.008  0.342
H -0.360 -1.105 9.183  0.254
H -1.727 -1.234 6.818  0.335
H -0.912 -2.678 6.429  0.302
H 1.070 -1.736 6.852  0.242
H 1.081 -2.482 9.216  0.309
C -1.216 6.111 -7.401  -0.501
C -1.802 4.646 -7.031  -0.279
O -3.020 4.890 -6.354  -0.522
O -0.729 6.630 -6.174  -0.509
H -1.836 6.837 -7.925  0.332
H -0.333 5.887 -8.000  0.282
H -1.139 4.067 -6.388  0.291
H -1.907 4.251 -8.042  0.299
H -2.951 5.046 -5.409  0.295
H -1.335 7.333 -5.930  0.303
C 1.369 6.496 2.431  -0.484
C 1.846 6.880 1.002  -0.265
O 2.056 8.248 0.831  -0.554
O 2.281 6.872 3.526  -0.560
H 0.975 5.480 2.408  0.163
H 0.420 6.973 2.674  0.493
H 1.098 6.522 0.295  0.331
H 2.745 6.265 0.955  0.242
H 2.502 8.499 1.644  0.366
H 1.881 6.869 4.399  0.293
C 3.516 3.381 0.100  0.672
C 2.722 3.551 -1.227  -0.736
O 1.836 4.592 -1.200  -0.541
O 4.472 4.442 0.140  -0.677
H 3.822 2.335 0.095  -0.013
H 2.866 3.442 0.972  0.080
H 1.937 2.796 -1.188  -0.011
H 3.322 3.407 -2.125  0.480
H 2.295 5.402 -1.434  0.379
H 4.967 4.097 0.886  0.303
C -5.069 2.267 3.865  -0.620
C -4.252 1.607 2.680  -0.142
O -4.392 2.350 1.533  -0.324
O -6.488 2.105 3.632  -0.578
H -4.797 3.318 3.962  0.100
H -4.756 1.778 4.787  0.369
H -4.676 0.617 2.513  0.228
H -3.173 1.450 2.703  0.372
H -4.000 1.794 0.856  0.549
H -6.786 2.512 2.814  -0.271
C 7.036 2.604 5.298  -0.550
O 6.649 3.943 5.385  -0.397
C 5.499 4.446 4.705  -0.892
C 5.063 4.092 3.228  -0.276
N 5.967 3.386 2.329  -0.003
C 7.244 4.081 2.161  -0.742
C 8.304 3.448 1.325  -0.681
O 9.558 4.110 1.546  -0.332
C 10.624 3.583 0.739  -0.718
H 6.245 1.870 5.455  0.289
H 7.756 2.321 6.065  0.280
H 7.541 2.398 4.354  0.135
H 5.387 5.525 4.806  0.343
H 4.633 4.077 5.254  0.440
H 4.747 5.017 2.744  0.309
H 4.093 3.595 3.229  0.420
H 6.218 2.483 2.705  0.243
H 7.693 4.299 3.130  0.441
H 7.241 5.033 1.629  0.171
H 8.004 3.412 0.277  0.438
H 8.426 2.431 1.696  0.309
H 10.408 3.856 -0.294  0.295
H 10.760 2.516 0.915  0.298
H 11.543 4.047 1.096  0.245
C 6.724 -1.148 -9.275  -0.805
O 6.178 -0.624 -8.101  -0.306
C 6.007 -1.505 -7.034  -0.570
C 5.994 -0.473 -5.821  -0.710
N 4.692 0.095 -5.635  -0.061
C 4.391 0.422 -4.236  -0.682
C 2.802 0.494 -4.134  -0.397
O 2.229 -0.851 -4.021  -0.226
C 2.521 -1.656 -2.954  -0.844
H 7.680 -0.625 -9.286  0.261
H 6.187 -0.946 -10.201  0.222
H 6.807 -2.234 -9.250  0.355
H 6.863 -2.178 -7.001  0.501
H 5.090 -2.059 -7.235  0.275
H 6.758 0.257 -6.090  0.303
H 6.195 -1.082 -4.940  0.428
H 4.770 0.959 -6.153  0.238
H 4.803 1.409 -4.028  0.410
H 4.858 -0.293 -3.559  0.370
H 2.318 0.845 -5.045  0.282
H 2.371 1.138 -3.368  0.074
H 2.442 -1.120 -2.009  0.448
H 3.564 -1.973 -2.974  0.382
H 2.027 -2.627 -2.910  -0.041
C 4.785 -0.425 0.783  -0.366
O 5.158 -1.701 1.328  -0.418
C 4.672 -2.808 0.596  -0.189
C 5.373 -4.056 1.041  -0.246
N 6.755 -4.064 0.525  -0.404
C 7.641 -5.060 1.214  -0.709
C 7.143 -6.544 1.191  -0.239
O 7.044 -7.068 2.499  -0.341
C 6.528 -8.427 2.461  -0.741
H 5.245 -0.218 -0.183  0.377
H 5.091 0.249 1.583  0.155
H 3.698 -0.389 0.858  -0.002
H 4.830 -2.754 -0.481  0.148
H 3.592 -2.785 0.747  -0.051
H 4.846 -4.900 0.596  0.247
H 5.283 -4.021 2.127  0.255
H 7.222 -3.174 0.627  0.266
H 7.825 -4.900 2.277  0.332
H 8.601 -5.106 0.701  0.405
H 7.868 -7.085 0.583  0.313
H 6.130 -6.595 0.792  0.245
H 5.440 -8.409 2.407  0.254
H 6.737 -8.642 3.509  0.284
H 7.141 -9.094 1.854  0.309
C -6.861 5.420 1.566  -0.518
O -7.549 4.896 0.414  -0.477
C -7.472 3.502 0.119  -0.246
C -8.396 2.728 1.055  -0.227
N -9.844 3.033 0.854  -0.484
C -10.687 1.859 0.620  -0.719
C -10.634 0.868 1.725  -0.232
O -11.671 -0.084 1.395  -0.372
C -11.856 -1.119 2.352  -0.739
H -7.269 6.321 2.026  0.348
H -5.821 5.701 1.400  0.293
H -6.772 4.707 2.386  0.094
H -6.435 3.171 0.187  0.197
H -7.794 3.406 -0.918  0.268
H -8.088 2.679 2.100  0.873
H -8.311 1.661 0.849  0.175
H -10.133 3.174 1.811  0.362
H -10.555 1.316 -0.316  0.280
H -11.666 2.335 0.583  0.348
H -10.863 1.308 2.696  0.324
H -9.733 0.259 1.808  0.342
H -12.798 -1.658 2.255  0.268
H -11.626 -0.735 3.346  0.304
H -11.130 -1.919 2.208  0.273
C -3.844 0.834 -1.626  -0.279
O -3.087 1.017 -0.514  -0.487
C -1.728 0.701 -0.701  -1.418
C -1.461 -0.846 -0.985  0.266
N -1.906 -1.700 0.119  0.362
C -0.767 -2.397 0.699  0.123
C -0.189 -1.659 1.898  -1.164
O 0.799 -0.751 1.619  0.292
C 1.214 -0.193 2.875  -1.022
H -3.514 1.360 -2.522  0.395
H -4.812 1.281 -1.402  0.142
H -4.066 -0.202 -1.882  -0.173
H -1.071 0.894 0.146  0.426
H -1.397 1.304 -1.547  0.447
H -0.424 -0.989 -1.287  -0.045
H -1.951 -1.135 -1.915  -0.141
H -2.407 -1.037 0.693  0.255
H -0.173 -2.872 -0.081  -0.057
H -1.233 -3.214 1.250  0.126
H 0.054 -2.414 2.646  0.461
H -1.037 -1.156 2.363  0.218
H 0.547 0.600 3.212  0.427
H 2.127 0.295 2.533  0.128
H 1.323 -0.870 3.722  0.210
C -5.020 2.222 -5.951  -1.112
O -4.963 1.050 -5.132  -0.051
C -4.849 -0.067 -5.885  -0.826
C -4.123 -1.203 -5.158  -0.642
N -2.618 -0.985 -5.265  0.403
C -1.866 -1.396 -6.413  -0.272
C -0.391 -1.044 -6.321  0.099
O 0.297 -1.794 -7.381  -0.436
C 1.627 -1.690 -7.156  -0.619
H -4.005 2.604 -6.065  0.413
H -5.434 3.023 -5.340  0.246
H -5.564 2.231 -6.896  0.417
H -4.427 0.076 -6.879  0.618
H -5.822 -0.459 -6.183  0.253
H -4.242 -2.146 -5.692  0.391
H -4.370 -1.285 -4.099  0.066
H -2.369 -0.151 -4.753  0.109
H -2.383 -1.147 -7.340  0.115
H -1.988 -2.456 -6.191  -0.112
H -0.130 -1.330 -5.303  -0.174
H -0.128 0.005 -6.190  0.529
H 1.832 -2.232 -6.233  0.119
H 2.006 -0.677 -7.025  0.298
H 2.090 -2.054 -8.073  0.390
C -3.765 -4.982 0.037  -1.021
O -2.627 -5.053 -0.847  -0.261
C -2.913 -4.192 -2.005  -0.382
C -1.855 -4.251 -3.046  0.046
N -1.095 -5.543 -3.070  -0.322
C 0.136 -5.485 -3.884  -0.434
C 0.024 -4.944 -5.370  0.037
O -0.684 -5.807 -6.137  -0.394
C -0.742 -5.311 -7.478  -0.568
H -3.839 -4.051 0.600  0.330
H -3.851 -5.864 0.672  0.278
H -4.737 -4.922 -0.451  0.360
H -3.009 -3.152 -1.694  -0.157
H -3.941 -4.354 -2.330  0.672
H -1.096 -3.527 -2.748  -0.151
H -2.154 -4.030 -4.070  0.241
H -1.172 -6.154 -2.270  0.391
H 0.719 -6.392 -4.041  0.452
H 0.827 -4.835 -3.346  0.025
H 1.041 -4.828 -5.743  0.462
H -0.406 -3.949 -5.260  -0.402
H 0.080 -5.630 -8.119  0.243
H -0.996 -4.259 -7.343  0.215
H -1.642 -5.810 -7.836  0.283
C -2.147 7.634 8.757  -0.832
O -2.152 6.616 7.811  -0.244
C -3.125 6.808 6.861  -0.703
C -3.067 5.624 5.795  -0.558
N -1.746 5.476 5.270  -0.277
C -1.516 4.101 4.728  -0.191
C -0.313 3.305 5.321  -0.266
O -0.614 2.875 6.676  -0.364
C 0.521 2.292 7.259  -0.603
H -1.703 8.573 8.427  0.309
H -1.572 7.239 9.595  0.246
H -3.143 7.766 9.181  0.324
H -2.944 7.716 6.287  0.343
H -4.084 6.894 7.372  0.461
H -3.844 5.775 5.045  0.313
H -3.326 4.632 6.165  0.383
H -1.284 5.292 6.150  0.346
H -1.231 4.188 3.679  0.280
H -2.419 3.493 4.767  -0.265
H 0.645 3.817 5.236  0.465
H -0.255 2.358 4.784  0.180
H 0.251 1.620 8.073  0.193
H 1.262 3.037 7.551  0.320
H 0.938 1.556 6.572  0.191
C 1.557 -8.888 -0.892  -0.780
O 0.879 -7.813 -0.344  -0.394
C 1.337 -6.482 -0.672  0.159
C 0.989 -5.547 0.421  0.309
N 1.920 -5.518 1.437  0.150
C 1.696 -4.615 2.533  0.347
C 2.536 -4.691 3.777  -0.880
O 2.104 -5.680 4.665  -0.408
C 2.607 -5.531 5.918  -0.711
H 1.170 -9.845 -0.543  0.285
H 2.531 -8.896 -0.404  0.263
H 1.707 -8.878 -1.972  0.286
H 0.937 -6.249 -1.659  -0.572
H 2.415 -6.593 -0.787  0.643
H -0.023 -5.744 0.775  0.216
H 0.976 -4.548 -0.014  -0.508
H 2.157 -6.427 1.810  0.273
H 0.651 -4.697 2.832  0.393
H 1.840 -3.642 2.063  -0.452
H 2.533 -3.678 4.179  0.418
H 3.566 -5.019 3.637  0.291
H 2.100 -4.740 6.471  0.195
H 3.697 -5.568 5.938  0.299
H 2.036 -6.322 6.403  0.320

As for the energy above the lowest of the compared OMol25 structures with the same formula, charge and spin: 134.51 kcal per mole. The LUMO energy is 0.00320 Ha. The spin multiplicity is 1. Its charge is 0. As for the total energy: -5366.27917 Ha.



Molecular formula: C66H44O22
Method: DFT, ωB97M-V/def2-TZVPD

Each line ends with the Mulliken charge.
Positions of all 132 atoms, in Å:
C -13.487 4.063 26.456  0.015
C -14.177 3.018 26.975  -0.517
C -15.082 2.886 28.097  0.259
O -15.504 1.845 28.535  -0.576
C -15.132 4.249 28.807  -0.514
C -14.477 5.302 28.342  -0.403
C -13.466 5.350 27.169  0.399
O -12.719 6.245 26.799  -0.338
H -12.854 3.969 25.586  0.513
H -14.022 2.117 26.400  0.359
H -15.865 4.235 29.600  0.424
H -14.540 6.251 28.853  0.317
C -6.083 9.964 23.157  -0.448
C -6.870 10.202 22.070  -0.363
C -7.550 9.121 21.397  0.476
O -8.416 9.294 20.550  -0.586
C -7.057 7.923 21.774  -0.140
C -6.302 7.621 22.799  -0.178
C -5.936 8.599 23.793  0.112
O -5.550 8.382 24.938  -0.550
H -5.463 10.767 23.528  0.434
H -6.980 11.192 21.652  0.430
H -7.270 7.119 21.085  0.341
H -5.909 6.626 22.947  0.475
C -11.152 3.158 14.455  -0.406
C -11.813 4.216 15.027  -0.471
C -11.838 4.458 16.508  0.244
O -12.314 5.454 16.981  -0.300
C -11.344 3.263 17.210  0.100
C -10.625 2.302 16.616  -0.255
C -10.352 2.139 15.173  0.110
O -9.716 1.211 14.663  -0.577
H -11.279 3.007 13.393  0.386
H -12.442 4.844 14.414  0.423
H -11.469 3.165 18.278  0.422
H -10.353 1.532 17.322  0.427
C -12.538 9.307 17.101  -0.320
C -12.802 8.481 18.138  -0.623
C -14.059 7.661 18.212  0.246
O -14.438 6.856 19.099  -0.126
C -14.828 7.818 16.995  -0.245
C -14.528 8.717 15.991  -0.485
C -13.347 9.533 15.926  0.262
O -13.055 10.222 14.942  -0.579
H -11.571 9.785 17.052  0.428
H -12.033 8.221 18.851  0.562
H -15.668 7.151 16.869  0.503
H -15.050 8.636 15.049  0.404
C -10.192 0.052 23.217  -0.616
C -10.832 0.345 22.077  -0.665
C -10.627 1.644 21.314  0.147
O -11.342 2.003 20.372  -0.329
C -9.611 2.546 21.835  -0.283
C -9.066 2.278 23.109  -0.286
C -9.252 1.028 23.814  0.203
O -8.459 0.674 24.634  -0.532
H -10.189 -0.934 23.657  0.459
H -11.455 -0.422 21.642  0.457
H -9.302 3.446 21.324  0.637
H -8.384 3.019 23.499  0.716
C -8.116 4.162 25.855  -0.354
C -7.035 4.719 26.424  -0.876
C -6.975 6.088 26.871  0.291
O -6.074 6.567 27.537  -0.581
C -8.147 6.860 26.520  -0.597
C -9.226 6.331 25.867  -0.070
C -9.338 4.870 25.501  0.557
O -10.322 4.322 25.039  -0.386
H -8.097 3.121 25.569  0.594
H -6.225 4.115 26.804  0.434
H -8.150 7.898 26.818  0.542
H -10.051 6.996 25.661  0.538
C -15.535 1.342 18.726  -0.606
C -16.200 1.646 19.917  -0.419
C -16.309 2.982 20.540  0.229
O -16.834 3.215 21.590  -0.508
C -15.663 3.991 19.596  -0.347
C -14.918 3.708 18.420  0.458
C -14.811 2.363 17.917  0.411
O -14.203 2.154 16.899  -0.562
H -15.626 0.314 18.406  0.428
H -16.423 0.777 20.519  0.384
H -16.053 4.984 19.763  0.364
H -14.614 4.607 17.904  0.124
C -15.660 9.339 22.949  -0.189
C -15.809 10.661 22.934  -0.149
C -16.326 11.370 21.764  0.084
O -16.722 12.554 21.843  -0.576
C -16.461 10.466 20.560  -0.541
C -16.226 9.139 20.670  -0.405
C -16.025 8.442 21.887  0.263
O -16.210 7.240 22.095  -0.462
H -15.326 8.938 23.894  0.395
H -15.502 11.211 23.811  0.539
H -16.687 10.841 19.572  0.452
H -16.345 8.508 19.802  0.532
C -18.052 6.461 25.103  -0.184
C -17.315 5.370 24.748  -0.016
C -17.617 4.049 25.193  -0.006
O -17.065 2.925 24.897  -0.641
C -18.715 4.066 26.217  -0.254
C -19.412 5.169 26.616  -0.432
C -19.280 6.406 25.934  0.119
O -19.907 7.450 26.262  -0.592
H -17.755 7.447 24.778  0.585
H -16.450 5.474 24.110  0.577
H -18.933 3.132 26.713  0.420
H -20.146 5.031 27.397  0.438
C -13.660 9.058 26.766  0.254
C -14.973 9.069 27.093  0.064
C -15.476 9.246 28.408  0.028
O -16.615 9.275 28.676  -0.521
C -14.323 9.535 29.364  -0.561
C -13.033 9.469 29.006  -0.222
C -12.549 9.293 27.628  0.344
O -11.362 9.493 27.364  -0.614
H -13.475 8.842 25.724  0.077
H -15.717 8.998 26.313  0.386
H -14.502 9.798 30.396  0.367
H -12.307 9.429 29.805  0.411
C -10.637 6.758 22.634  -0.213
C -11.671 6.905 23.463  -0.065
C -13.080 6.405 23.156  0.358
O -13.901 6.364 24.068  -0.137
C -13.074 5.651 21.872  -0.818
C -12.022 5.553 21.047  0.280
C -10.665 6.038 21.362  -0.021
O -9.680 5.841 20.685  -0.711
H -9.712 7.250 22.895  0.414
H -11.520 7.521 24.337  0.259
H -14.070 5.363 21.568  0.216
H -12.184 5.009 20.128  0.447

As for the energy above the lowest of the compared OMol25 structures with the same formula, charge and spin: 104.06 kcal per mole. The LUMO energy is -0.09013 Ha. The spin multiplicity is 1. As for the structure (SMILES): O=C1C=CC(=O)C=C1.O=C1C=CC(=O)C=C1.O=C1C=CC(=O)C=C1.O=C1C=CC(=O)C=C1.O=C1C=CC(=O)C=C1.O=C1C=CC(=O)C=C1.O=C1C=CC(=O)C=C1.O=C1C=CC(=O)C=C1.O=C1C=CC(=O)C=C1.O=C1C=CC(=O)C=C1.O=C1C=CC(=O)C=C1. Its charge is 0. As for the total energy: -4196.08416 Ha.